Computed, not measured: the ion CH4N5S with charge +1 in a non-equilibrium geometry, with ωB97M-V with the def2-TZVPD basis set.

```
11
Properties=species:S:1:pos:R:3:forces:R:3:mulliken_charge:R:1
C -0.12665 0.28263 -0.26151 -0.6 -1.7 0.6 0.4961
N 0.43292 1.47885 0.18153 1.1 1.0 1.2 -0.1563
N -1.40154 0.23425 0.51369 -1.0 -2.9 -0.3 -0.0490
N -0.32937 1.97294 1.02837 2.5 2.6 -0.3 -0.0339
N -1.50799 1.23809 1.18772 -0.5 -1.0 -0.1 -0.0930
N 0.97203 -1.03926 0.13582 0.1 1.8 1.9 -0.4321
S -0.53849 0.32610 -1.92824 1.2 1.3 -1.0 -0.0923
H 1.48242 -0.62609 0.96384 0.1 -0.2 -1.3 0.4135
H 1.63593 -1.24406 -0.63684 -0.5 0.4 0.4 0.3686
H 0.66837 -1.92350 0.58691 -0.8 0.4 -0.9 0.3687
H -1.28762 -0.69996 -1.77129 -1.4 -1.5 -0.1 0.2098
```
Forces are in eV/Å.

Calculated values
E_HOMO in eV: -15.443
HOMO-LUMO gap in eV: 8.75
Total charge: +1
Relative energy (zero: lowest compared OMol25 entry of this formula, charge and spin) in kJ/mol: 83.65
Maximum force in eV Å⁻¹: 3.579
E_LUMO in eV: -6.69
Structure (SMILES): [NH3+]C1(S)N=NN=N1


Computed, not measured: a structure of composition CH4NO in a non-equilibrium geometry, with ωB97M-V with the def2-TZVPD basis set.

```
7
Properties=species:S:1:pos:R:3:forces:R:3:mulliken_charge:R:1
N -3.52090 -0.16642 -0.16168 4.3 1.2 1.1 -0.5209
C -2.19594 0.18053 0.21085 -7.3 -1.3 -0.9 -0.2927
O 6.46707 0.07619 -0.03762 -0.3 -0.1 0.0 -1.1288
H -2.78910 -0.33758 -0.99332 0.0 -0.3 -0.7 0.2255
H 5.63479 -0.40289 0.10997 0.3 0.2 0.0 0.1289
H -1.94056 1.18685 0.14277 1.2 1.8 -0.3 0.2901
H -1.65537 -0.53668 0.72902 1.8 -1.3 0.7 0.2979
```
Forces are in eV/Å.

Calculated values
E_HOMO in eV: -1.857
HOMO-LUMO gap in eV: 3.08
Total charge: -1
Relative energy (zero: lowest compared OMol25 entry of this formula, charge and spin) in kJ/mol: 486.40
Maximum force in eV Å⁻¹: 7.492
E_LUMO in eV: 1.22


Computed, not measured: a cluster of 3 separate species, CH4NO in total in a non-equilibrium geometry, with ωB97M-V with the def2-TZVPD basis set.

```
7
Properties=species:S:1:pos:R:3:forces:R:3:mulliken_charge:R:1
C 0.37783 1.19454 0.42702 1.9 -1.2 1.1 -1.2391
N -0.20886 0.75107 -0.49620 -1.3 -0.9 -1.8 -0.3854
O 0.54898 -2.50560 0.21440 -1.3 -1.8 -1.5 -0.8105
H 0.36120 2.07390 1.05398 -0.3 1.7 1.0 0.7630
H 1.02508 -1.91702 0.72836 2.3 1.5 2.5 0.3406
H 1.37389 -0.03545 1.30010 -0.3 0.4 -0.2 -0.0614
H 0.11389 -1.80303 -0.25888 -1.0 0.3 -1.1 0.3928
```
Forces are in eV/Å.

Calculated values
E_HOMO (alpha / beta) in eV: 0.624 / -6.689
Multiplicity: 3
HOMO-LUMO gap (alpha / beta) in eV: 4.73 / 10.41
Total charge: -1
Relative energy (zero: lowest compared OMol25 entry of this formula, charge and spin) in kJ/mol: 2.29
⟨S²⟩: 2.012
Maximum force in eV Å⁻¹: 3.718
E_LUMO (alpha / beta) in eV: 5.35 / 3.72


Computed, not measured: the ion CH4NO2 with charge +1 in a non-equilibrium geometry, with ωB97M-V with the def2-TZVPD basis set.

```
8
Properties=species:S:1:pos:R:3:forces:R:3:mulliken_charge:R:1
C -0.70393 -0.08877 -1.12445 2.9 -2.0 -4.3 -0.0168
N -0.08502 -0.07015 0.13567 3.5 2.9 0.6 -0.3145
O 0.13893 -0.85930 -3.25049 -1.1 0.8 0.9 -0.3612
O 0.18515 -0.53112 -1.98538 -0.2 0.2 1.9 0.0321
H -1.67502 0.04078 -1.43286 -2.4 0.6 0.0 0.4549
H 0.80715 -0.64540 -0.01476 -1.1 0.7 0.7 0.4286
H -0.58883 -0.33757 0.94825 -1.1 -1.1 0.9 0.3574
H 0.25210 0.95110 0.41905 -0.6 -2.1 -0.8 0.4195
```
Forces are in eV/Å.

Calculated values
E_HOMO (alpha / beta) in eV: -15.152 / -15.154
HOMO-LUMO gap (alpha / beta) in eV: 8.82 / 8.82
Total charge: +1
Relative energy (zero: lowest compared OMol25 entry of this formula, charge and spin) in kJ/mol: 663.79
Maximum force in eV Å⁻¹: 5.530
E_LUMO (alpha / beta) in eV: -6.33 / -6.33


Computed, not measured: the ion CH4NO2 with charge +1 in a non-equilibrium geometry, with ωB97M-V with the def2-TZVPD basis set.

```
8
Properties=species:S:1:pos:R:3:forces:R:3:mulliken_charge:R:1
C 0.36520 -0.12457 0.34935 1.2 -0.9 1.1 -0.1566
N -0.97150 -0.07353 -0.16660 1.4 1.7 -4.5 -0.2897
O 2.62872 0.31646 -0.20590 2.9 -0.6 1.9 -0.1515
O 1.38955 0.25868 -0.43624 -4.3 1.3 -3.6 0.0100
H 0.46633 -0.24868 1.38661 0.2 0.1 1.2 0.4124
H -1.35130 0.91065 -0.40550 0.7 -1.3 0.5 0.3902
H -1.45320 -0.42249 0.60786 -2.0 -1.1 1.1 0.3605
H -1.07380 -0.61653 -1.12959 -0.1 0.7 2.4 0.4246
```
Forces are in eV/Å.

Calculated values
E_HOMO (alpha / beta) in eV: -13.779 / -15.463
Multiplicity: 3
HOMO-LUMO gap (alpha / beta) in eV: 9.24 / 8.36
Total charge: +1
Relative energy (zero: lowest compared OMol25 entry of this formula, charge and spin) in kJ/mol: 85.05
⟨S²⟩: 2.006
Maximum force in eV Å⁻¹: 5.762
E_LUMO (alpha / beta) in eV: -4.54 / -7.11


Computed, not measured: a structure of composition CH4NO2P in a non-equilibrium geometry, with ωB97M-V with the def2-TZVPD basis set.

```
9
Properties=species:S:1:pos:R:3:forces:R:3:mulliken_charge:R:1
C -1.14359 0.98965 -1.22003 1.1 -1.2 1.8 -0.0082
N 0.94569 -0.36387 1.55417 0.3 0.0 0.1 -0.4385
O 0.23487 -1.97585 -0.61577 2.0 4.9 1.1 -0.7452
O -0.55834 0.46806 -0.21973 -3.1 1.6 -2.0 -0.0184
P 1.06776 -0.02492 -0.06439 -0.3 -5.3 -1.0 0.1600
H -2.22410 1.00923 -1.21019 -0.1 0.1 0.2 0.2612
H -0.59604 1.35266 -2.07754 0.3 0.0 -0.2 0.2434
H 0.55040 -1.28767 1.68555 -0.1 -0.1 0.1 0.2844
H 1.72336 -0.16728 2.16794 -0.1 0.2 -0.1 0.2612
```
Forces are in eV/Å.

Calculated values
E_HOMO (alpha / beta) in eV: -7.916 / -7.996
HOMO-LUMO gap (alpha / beta) in eV: 6.17 / 6.31
Relative energy (zero: lowest compared OMol25 entry of this formula, charge and spin) in kJ/mol: 572.40
Maximum force in eV Å⁻¹: 5.424
E_LUMO (alpha / beta) in eV: -1.75 / -1.69


Computed, not measured: a cluster of 2 separate species, CH4NO3P in total in a non-equilibrium geometry, with ωB97M-V with the def2-TZVPD basis set.

```
10
Properties=species:S:1:pos:R:3:forces:R:3:mulliken_charge:R:1
C -0.09831 0.78276 0.69645 1.4 -0.1 -2.5 -0.0342
N 0.07845 -0.01305 1.62994 1.7 0.4 -0.5 -0.3382
O 2.57150 -0.12396 0.10150 -0.2 -0.3 0.7 -0.5135
O -1.40680 -1.29955 -0.54226 -0.4 0.2 -0.1 -0.6371
O 1.42143 1.21790 -1.76202 -0.9 0.3 0.0 -0.5723
P 1.44667 0.62453 -0.42911 0.3 0.6 -0.3 0.8718
H -0.96087 1.32152 0.23848 0.5 -0.3 0.9 0.3250
H -0.48639 -1.41221 -0.78761 0.0 -0.3 -0.2 0.3260
H -1.87154 -1.01626 -1.34051 0.2 -0.2 0.0 0.3349
H -0.69416 -0.08167 2.19515 -2.6 -0.4 2.0 0.2377
```
Forces are in eV/Å.

Calculated values
E_HOMO in eV: -11.051
HOMO-LUMO gap in eV: 10.35
Relative energy (zero: lowest compared OMol25 entry of this formula, charge and spin) in kJ/mol: 208.31
Maximum force in eV Å⁻¹: 3.255
E_LUMO in eV: -0.70
Structure (SMILES): [H]/N=C/P(=O)=O.O


Computed, not measured: a cluster of 2 separate species, CH4NO4Si in total in a non-equilibrium geometry, with ωB97M-V with the def2-TZVPD basis set.

```
11
Properties=species:S:1:pos:R:3:forces:R:3:mulliken_charge:R:1
C -0.55355 0.12989 -2.92231 -1.3 0.5 -0.9 0.4090
N 1.21439 -0.38772 -0.25088 1.0 -1.1 1.1 -0.4781
O 0.16408 1.04691 -3.32565 0.6 -0.2 0.5 -0.6540
O -1.68579 -0.23245 -3.33522 0.8 -0.1 0.8 -0.6099
O -2.04801 0.84100 -0.01613 1.3 0.0 2.4 -0.6593
O -0.67925 -2.21943 -0.79891 -0.1 0.0 -0.3 -0.6404
Si -0.06907 -0.92970 -1.36047 1.3 0.1 1.2 0.5155
H 1.59816 -1.14729 0.41049 -1.2 1.5 -1.5 0.2208
H 1.84458 0.42274 -0.15148 -0.9 -0.6 -0.7 0.2127
H -1.34066 0.34137 0.51626 -1.7 0.8 -1.7 0.3273
H -2.17485 0.50368 -0.89426 0.1 -0.7 -0.7 0.3565
```
Forces are in eV/Å.

Calculated values
E_HOMO in eV: -4.758
HOMO-LUMO gap in eV: 8.39
Total charge: -1
Relative energy (zero: lowest compared OMol25 entry of this formula, charge and spin) in kJ/mol: 191.91
Maximum force in eV Å⁻¹: 2.758
E_LUMO in eV: 3.63